{
  "formula": "C18H35N5O10",
  "method": "ωB97M-V/def2-TZVPD",
  "elements": ["O", "C", "O", "O", "H", "O", "C", "O", "O", "H", "C", "C", "O", "N", "C", "H", "H", "H", "H", "H", "H", "H", "C", "C", "O", "N", "C", "H", "H", "H", "H", "H", "H", "H", "C", "C", "O", "N", "C", "H", "H", "H", "H", "H", "H", "H", "C", "C", "O", "N", "C", "H", "H", "H", "H", "H", "H", "H", "N", "C", "C", "C", "C", "H", "H", "H", "H", "H"],
  "positions_angstrom": [[4.2373, -0.2155, 2.9686], [4.9960, 0.8366, 2.7909], [6.0704, 0.8082, 2.1589], [4.6362, 1.9484, 3.2141], [3.4395, 0.2683, 3.1949], [0.3670, 0.3195, 1.1117], [0.7872, 1.0490, 2.1064], [0.1348, 2.0897, 2.3847], [1.7008, 0.6862, 2.8636], [-0.2299, 1.0679, 1.0390], [-3.1076, 2.7976, 2.5100], [-3.6885, 1.7036, 1.6483], [-3.7752, 1.9125, 0.4569], [-4.0927, 0.5668, 2.3074], [-4.4624, -0.5976, 1.6195], [-3.6267, 3.7471, 2.3798], [-2.0592, 2.9333, 2.2442], [-3.3061, 2.5430, 3.5511], [-4.2262, 0.6631, 3.3039], [-5.5338, -0.6405, 1.4234], [-4.2382, -1.3528, 2.3728], [-3.8007, -0.7094, 0.7606], [-0.1759, 4.5258, 0.0365], [1.2308, 5.1187, 0.1871], [1.7474, 4.9509, 1.2963], [1.8780, 5.6953, -0.8759], [3.2011, 6.2849, -0.8097], [-0.6885, 5.3168, -0.5109], [-0.6886, 4.3506, 0.9823], [-0.1350, 3.5268, -0.3974], [1.1796, 6.2036, -1.3993], [3.0878, 7.3025, -1.1836], [3.8778, 5.7894, -1.5059], [3.5330, 6.2095, 0.2258], [2.4246, -0.9286, -1.3986], [2.4603, -2.0922, -2.2874], [3.0490, -2.1503, -3.3096], [1.7858, -3.2075, -1.8673], [1.5840, -4.4745, -2.5194], [1.8325, -0.1042, -1.7960], [3.4857, -0.6898, -1.3265], [2.0913, -1.0689, -0.3704], [1.2849, -3.1175, -0.9949], [1.0733, -5.2386, -1.9335], [2.6261, -4.7727, -2.6346], [1.0589, -4.2697, -3.4524], [-2.6057, -3.1846, -3.0839], [-2.6315, -2.0517, -2.1270], [-2.8149, -2.2337, -0.8938], [-2.0841, -0.8873, -2.5756], [-1.9679, 0.3037, -1.7838], [-2.9014, -4.1250, -2.6188], [-1.6354, -3.2927, -3.5687], [-3.2953, -3.0285, -3.9134], [-1.8470, -0.8057, -3.5540], [-2.8278, 0.9709, -1.7229], [-1.1104, 0.9415, -1.9980], [-1.5667, 0.0058, -0.8151], [0.0096, -2.7885, 0.4333], [1.1293, -3.0590, 1.2328], [1.3377, -4.4044, 1.3664], [0.2815, -5.0100, 0.7102], [-0.5432, -4.0311, 0.1363], [-0.3739, -1.8783, 0.2223], [1.6566, -2.1837, 1.5824], [2.0967, -4.7185, 2.0675], [0.0984, -6.0690, 0.8168], [-1.4303, -4.0556, -0.4791]],
  "lowdin_charge": [0.049, -0.964, -0.135, -0.093, 0.035, 0.090, -0.864, -0.050, -0.004, 0.063, -0.009, -0.540, 0.023, -0.024, -0.096, 0.071, 0.054, 0.064, 0.123, 0.075, 0.085, 0.074, -0.003, -0.515, 0.055, -0.025, -0.082, 0.059, 0.064, 0.082, 0.109, 0.067, 0.074, 0.085, 0.015, -0.613, 0.032, 0.007, -0.104, 0.088, 0.100, 0.056, 0.052, 0.060, 0.075, 0.059, -0.306, -0.566, -0.073, 0.005, -0.136, 0.033, 0.032, -0.040, 0.057, 0.064, 0.070, 0.060, 0.035, -0.129, -0.127, -0.160, -0.126, 0.122, 0.115, 0.093, 0.075, 0.082],
  "lumo_ev": [5.924, 5.904],
  "multiplicity": 2,
  "homo_energy_ev": [4.014, 1.480],
  "molar_mass_g_mol": 481.503,
  "gap_ha": [0.0702, 0.1626],
  "total_charge": -3
}



{
  "formula": "C5H10O2",
  "method": "ωB97M-V/def2-TZVPD",
  "elements": ["C", "O", "C", "C", "C", "C", "O", "H", "H", "H", "H", "H", "H", "H", "H", "H", "H"],
  "positions_angstrom": [[-0.1591, 0.4832, 2.3890], [-0.0153, -0.0316, 1.0872], [0.5518, 0.9099, 0.1661], [0.4975, 0.3663, -1.2416], [0.7543, -1.1005, -1.4585], [-0.6454, -0.7287, -1.6547], [-1.7002, -0.9851, -0.8256], [0.8176, 0.7274, 2.8299], [-0.6455, -0.2848, 2.9959], [-0.7812, 1.3904, 2.3896], [-0.0120, 1.8509, 0.2161], [1.5811, 1.1376, 0.5159], [-0.1268, 0.8824, -1.9601], [1.3599, -1.4517, -2.2843], [0.8539, -1.6561, -0.5283], [-0.9732, -0.7075, -2.7027], [-1.3573, -0.8021, 0.0662]],
  "lowdin_charge": [-0.100, -0.241, -0.191, -0.153, -0.090, -0.331, 0.006, 0.091, 0.093, 0.092, 0.122, 0.129, 0.120, 0.100, 0.123, 0.151, 0.079],
  "lumo_ev": 0.935,
  "homo_energy_ev": -8.111,
  "molar_mass_g_mol": 102.133,
  "relative_energy_kj_mol": 394.7,
  "gap_ha": 0.3324
}